DFT (wB97M-V/def2-TZVPD) results for 7 unconnected molecules or ions with the total composition C35H52NO15 at a distorted geometry.

Output
**Highest occupied orbital energy**: -10.9 eV
**E_LUMO**: -2.6 eV
**ΔE to the lowest compared entry with this formula, charge and spin**: 205.0 kJ/mol
**Multiplicity**: 1
**F_max**: 3.97 eV/Å
**Frontier orbital gap**: 8.322 eV
**Total charge**: +1

Each line ends with the Mulliken charge.
CARTESIAN COORDINATES (ANGSTROEM)
O  0.42  -2.29  -3.80  -0.6290
C  1.18  -1.12  -4.03  0.0399
C  2.71  -1.54  -3.81  -0.3269
O  3.52  -0.72  -4.67  -0.4820
C  3.04  0.65  -4.66  -0.5900
C  1.63  0.79  -5.41  -0.3486
N  0.97  -0.55  -5.41  0.0633
C  -0.50  -0.50  -5.74  -0.6134
O  -1.11  0.09  -4.61  -0.1232
C  -2.51  -0.06  -4.58  0.6707
C  -3.22  0.75  -3.58  -0.1004
C  -4.66  0.70  -3.38  -0.4641
C  -5.45  -0.22  -4.21  -0.7069
C  -4.77  -1.04  -5.22  -0.7208
C  -3.31  -0.96  -5.40  -0.3934
H  -0.42  -2.05  -3.35  0.3957
H  0.97  -0.36  -3.23  0.3718
H  2.79  -2.63  -4.02  0.3798
H  2.94  -1.33  -2.73  0.2276
H  3.80  1.37  -5.05  0.3565
H  2.88  0.95  -3.58  0.3305
H  1.89  1.16  -6.44  0.4466
H  1.04  1.54  -4.83  0.2597
H  1.39  -1.20  -6.09  0.4392
H  -0.69  0.10  -6.68  0.3028
H  -0.80  -1.56  -5.93  0.4993
H  -2.62  1.44  -2.93  0.2721
H  -5.09  1.37  -2.59  0.4921
H  -6.54  -0.26  -4.03  0.3902
H  -5.41  -1.74  -5.81  0.3310
H  -2.82  -1.62  -6.16  0.2312
O  -5.84  1.58  -0.84  -0.6955
C  -5.01  1.14  -0.08  0.5153
O  -3.77  0.76  -0.46  -0.2207
C  -3.07  0.19  0.66  -0.5614
C  -3.78  0.74  1.88  -0.3338
C  -5.20  0.89  1.39  -0.4378
H  -3.14  -0.90  0.60  0.2955
H  -2.02  0.47  0.63  0.3711
H  -3.68  0.10  2.76  0.4149
H  -3.37  1.72  2.13  0.1038
H  -5.78  -0.02  1.53  0.3496
H  -5.71  1.73  1.87  0.2190
O  1.95  -3.27  1.69  -0.5932
C  2.98  -3.28  1.07  0.3130
O  4.19  -2.97  1.60  -0.3552
C  5.19  -2.97  0.57  -0.4217
C  4.62  -3.83  -0.53  -0.5638
C  3.12  -3.58  -0.40  0.1535
H  5.35  -1.94  0.26  0.2600
H  6.12  -3.37  0.97  0.3341
H  5.02  -3.59  -1.52  0.3067
H  4.83  -4.88  -0.33  0.3065
H  2.81  -2.70  -0.98  -0.1964
H  2.54  -4.45  -0.69  0.3678
O  -0.27  -2.47  7.44  -0.6098
C  0.16  -3.09  6.52  0.5107
O  -0.09  -2.78  5.22  -0.3444
C  0.48  -3.79  4.37  -0.1118
C  1.57  -4.45  5.20  -0.4819
C  1.01  -4.34  6.60  -0.1511
H  -0.30  -4.50  4.08  0.1732
H  0.89  -3.33  3.47  0.2084
H  1.79  -5.47  4.89  0.3791
H  2.49  -3.87  5.13  0.1890
H  0.36  -5.19  6.85  0.2882
H  1.79  -4.23  7.34  0.0249
O  -3.38  3.73  1.81  -0.6342
C  -4.35  4.44  1.68  0.4646
O  -5.02  4.99  2.72  -0.3515
C  -6.18  5.69  2.23  -0.4560
C  -5.88  5.99  0.78  -0.5537
C  -5.01  4.81  0.37  -0.0730
H  -7.05  5.03  2.34  0.2660
H  -6.34  6.59  2.82  0.3277
H  -6.77  6.11  0.17  0.3413
H  -5.29  6.92  0.71  0.2677
H  -5.61  3.97  0.03  0.0344
H  -4.27  5.09  -0.38  0.3244
O  5.62  -4.83  7.46  -0.5853
C  5.27  -4.02  8.28  0.4890
O  4.33  -3.07  8.04  -0.3374
C  4.24  -2.19  9.17  -0.3662
C  4.79  -2.99  10.34  -0.5426
C  5.84  -3.86  9.67  -0.3599
H  4.82  -1.29  8.97  0.2586
H  3.20  -1.91  9.33  0.3148
H  5.18  -2.36  11.14  0.3346
H  4.00  -3.62  10.76  0.2667
H  6.80  -3.36  9.61  0.2607
H  5.93  -4.83  10.16  0.2784
O  3.32  3.89  -5.08  -0.6006
C  2.37  4.62  -5.20  0.5575
O  1.71  5.16  -4.15  -0.3505
C  0.57  5.89  -4.63  -0.3977
C  0.87  6.21  -6.07  -0.5044
C  1.71  5.02  -6.50  -0.3605
H  -0.32  5.25  -4.52  0.2299
H  0.43  6.79  -4.03  0.3180
H  -0.02  6.35  -6.68  0.3348
H  1.47  7.12  -6.14  0.2689
H  1.09  4.19  -6.85  0.1875
H  2.45  5.29  -7.25  0.3409


DFT (wB97M-V/def2-TZVPD) results for a molecular structure, C35H52O2P4Pb at a distorted geometry.

Output
**Highest occupied orbital energy (alpha / beta)**: -16.9 / -16.9 eV
**E_LUMO (alpha / beta)**: -14.9 / -14.9 eV
**ΔE to the lowest compared entry with this formula, charge and spin**: 169.0 kJ/mol
**Multiplicity**: 1
**F_max**: 6.65 eV/Å
**Frontier orbital gap (alpha / beta)**: 1.952 / 1.970 eV
**Total charge**: +4

Each line ends with the Mulliken charge.
CARTESIAN COORDINATES (ANGSTROEM)
Pb  -1.25  -2.77  -2.98  1.0556
P  -1.70  1.44  2.10  1.2452
P  -2.15  -2.42  0.38  0.8076
P  -0.47  2.64  -1.34  1.0617
H  -3.94  -3.32  -3.44  0.5432
C  -3.18  -2.77  -4.00  -0.1764
C  -2.30  -3.52  -4.86  -0.7692
H  -2.50  -4.60  -4.94  0.3730
C  -3.05  2.51  2.66  -1.3204
C  -1.45  0.19  3.40  -0.6351
C  -0.18  2.45  1.99  -0.6396
C  -2.92  -3.94  -0.36  -1.3211
C  -1.46  -3.23  1.89  -1.2508
C  -3.69  -1.72  1.12  -0.9411
C  -0.30  2.68  -3.18  -1.2443
C  0.80  3.92  -0.95  -0.8888
C  -2.01  3.66  -1.13  -1.2371
H  -3.40  -1.69  -4.14  0.1768
H  -1.92  -3.03  -5.77  0.3862
H  -2.76  3.01  3.60  0.4608
H  -3.96  1.93  2.84  0.4216
H  -3.29  3.30  1.93  0.3849
H  -1.22  0.72  4.34  0.5646
H  -0.60  -0.44  3.10  -0.3523
H  -2.36  -0.42  3.54  0.5865
H  -0.42  3.45  1.61  0.4740
H  0.49  1.91  1.31  -0.3653
H  0.28  2.54  2.99  0.6424
H  -3.48  -4.49  0.41  0.4991
H  -2.12  -4.59  -0.75  0.4005
H  -3.58  -3.66  -1.19  0.2745
H  -2.19  -3.96  2.28  0.5188
H  -1.22  -2.50  2.67  0.2810
H  -0.54  -3.77  1.63  0.2887
H  -4.19  -2.47  1.75  0.5087
H  -4.36  -1.42  0.30  0.2461
H  -3.47  -0.83  1.72  0.0066
H  0.20  3.61  -3.49  0.5075
H  -1.28  2.60  -3.66  0.2561
H  0.31  1.82  -3.46  0.3892
H  1.01  4.50  -1.85  0.5206
H  1.71  3.40  -0.63  0.0138
H  0.45  4.57  -0.14  0.4831
H  -2.14  4.30  -2.01  0.4916
H  -1.95  4.27  -0.22  0.4926
H  -2.87  2.99  -1.05  0.2181
C  -3.40  0.76  -2.33  0.7741
C  -4.84  0.84  -2.34  -0.4669
C  -5.47  1.36  -3.45  -0.5477
C  -4.78  1.61  -4.65  -0.5237
C  -3.44  1.21  -4.75  -0.5789
C  -2.77  0.71  -3.64  -1.1774
O  -2.75  0.84  -1.22  -0.5458
H  -1.78  0.77  0.81  -0.2016
H  -5.36  0.57  -1.41  0.4877
H  -6.53  1.60  -3.42  0.4847
H  -5.27  2.08  -5.50  0.4965
H  -2.94  1.31  -5.72  0.4801
H  -1.73  0.39  -3.73  1.0004
O  1.10  -0.42  1.44  0.1445
P  2.60  -0.50  1.40  1.0469
C  3.13  -2.00  0.55  -0.0055
C  2.35  -3.15  0.76  -0.4348
C  2.72  -4.36  0.15  -0.5929
C  3.86  -4.42  -0.66  -0.5951
C  4.64  -3.28  -0.86  -0.8273
C  4.28  -2.06  -0.26  -0.0502
C  3.35  0.88  0.50  0.5097
C  3.95  1.95  1.19  -0.5656
C  4.59  2.97  0.48  -0.7075
C  4.62  2.96  -0.91  -0.6925
C  3.94  1.94  -1.60  -0.8947
C  3.29  0.92  -0.90  -0.5527
C  3.34  -0.53  3.04  0.1799
C  2.64  0.02  4.13  0.0279
C  3.23  0.04  5.39  -0.6180
C  4.51  -0.50  5.58  -0.6096
C  5.20  -1.06  4.50  -0.7369
C  4.62  -1.09  3.22  -0.4799
H  1.48  -3.09  1.41  0.2651
H  2.11  -5.25  0.31  0.4924
H  4.13  -5.36  -1.15  0.4422
H  5.53  -3.32  -1.50  0.4532
H  4.89  -1.18  -0.41  0.5067
H  3.95  1.94  2.29  0.4780
H  5.09  3.76  1.04  0.4662
H  5.14  3.75  -1.45  0.4284
H  3.96  1.94  -2.68  0.4980
H  2.79  0.13  -1.45  0.5649
H  1.65  0.44  3.96  0.0854
H  2.68  0.48  6.22  0.4267
H  4.97  -0.48  6.57  0.4107
H  6.20  -1.47  4.64  0.4394
H  5.17  -1.52  2.39  0.3763


DFT (wB97M-V/def2-TZVPD) results for a molecular structure, C35H52OP4Sn at a distorted geometry.

Output
**Highest occupied orbital energy (alpha / beta)**: -17.7 / -17.8 eV
**E_LUMO (alpha / beta)**: -13.2 / -14.6 eV
**ΔE to the lowest compared entry with this formula, charge and spin**: 408.4 kJ/mol
**Multiplicity**: 1
**F_max**: 5.12 eV/Å
**Frontier orbital gap (alpha / beta)**: 4.512 / 3.274 eV
**Total charge**: +4

Each line ends with the Mulliken charge.
CARTESIAN COORDINATES (ANGSTROEM)
Sn  -1.27  0.65  0.22  0.4130
P  1.37  0.96  2.42  0.6299
P  -2.83  1.22  2.18  1.0167
P  2.43  0.85  -0.77  1.1694
H  -2.53  3.39  -0.57  0.1374
C  -2.34  2.83  -1.50  -0.9712
C  -2.21  1.44  -1.65  0.1200
H  -2.83  0.82  -0.92  0.1627
C  1.65  2.70  2.93  -1.3491
C  0.71  0.29  4.00  -0.9135
C  3.10  0.39  2.71  -1.2952
C  -4.51  1.55  1.62  -1.1555
C  -2.93  -0.25  3.26  -1.0936
C  -2.21  2.66  3.15  -1.1535
C  2.48  0.95  -2.60  -1.2830
C  3.87  -0.32  -0.71  -1.2347
C  3.34  2.44  -0.48  -1.4305
H  -2.24  3.48  -2.38  0.7019
H  -2.23  0.89  -2.61  0.4514
H  2.25  2.71  3.85  0.4298
H  0.69  3.20  3.12  0.3350
H  2.19  3.24  2.13  0.3455
H  1.52  0.41  4.74  0.6096
H  0.47  -0.77  3.86  -0.1242
H  -0.17  0.87  4.31  0.3319
H  3.34  0.64  3.75  0.6602
H  3.83  0.86  2.04  0.3858
H  3.14  -0.70  2.61  0.1536
H  -5.10  1.80  2.50  0.5243
H  -4.89  0.61  1.22  0.3625
H  -4.60  2.34  0.85  0.3786
H  -3.63  -0.14  4.10  0.5652
H  -1.97  -0.58  3.67  0.2294
H  -3.31  -1.10  2.67  0.2693
H  -3.03  3.24  3.61  0.5346
H  -1.68  3.36  2.48  0.2958
H  -1.50  2.42  3.95  0.3708
H  3.50  1.24  -2.88  0.7209
H  1.75  1.68  -2.97  -0.2652
H  2.25  -0.03  -3.03  0.3361
H  4.47  -0.14  -1.61  0.4829
H  3.49  -1.34  -0.73  0.0628
H  4.49  -0.17  0.19  0.4873
H  3.98  2.64  -1.34  0.4541
H  3.95  2.40  0.43  0.5111
H  2.60  3.25  -0.38  0.1797
C  -0.11  3.13  -3.20  -0.0061
C  0.13  4.45  -2.52  0.2986
C  0.13  5.58  -3.48  -0.4329
C  0.42  5.30  -4.79  -0.3431
C  0.20  4.02  -5.39  -0.5075
C  -0.16  2.96  -4.62  -0.5067
O  -0.03  2.13  -2.45  -0.0694
H  1.17  4.21  -2.16  0.2306
H  -0.59  4.60  -1.67  0.3113
H  0.14  6.61  -3.09  0.4635
H  0.77  6.14  -5.41  0.4804
H  0.23  4.01  -6.47  0.5253
H  -0.26  1.94  -5.01  0.5010
C  -4.32  -4.22  -0.76  -0.6861
C  -4.26  -2.83  -0.94  -0.8131
C  -3.05  -2.16  -0.77  -0.4509
C  -1.91  -2.85  -0.35  0.6050
C  -1.95  -4.25  -0.23  -0.4553
C  -3.15  -4.93  -0.43  -0.7318
P  -0.36  -1.96  0.02  1.7063
C  0.21  -2.72  1.58  0.8438
C  -0.72  -3.16  2.54  -0.9902
C  -0.30  -3.65  3.77  -0.8093
C  1.07  -3.73  4.07  -0.8112
C  2.01  -3.28  3.13  -0.9557
C  1.58  -2.75  1.91  -0.9032
C  0.75  -2.64  -1.27  0.6627
C  1.59  -3.75  -1.09  -0.6243
C  2.36  -4.23  -2.16  -0.6898
C  2.27  -3.63  -3.42  -0.7242
C  1.42  -2.54  -3.61  -0.2070
C  0.68  -2.03  -2.54  -0.5471
H  -5.26  -4.75  -0.87  0.4530
H  -5.16  -2.28  -1.21  0.4736
H  -3.02  -1.08  -0.96  0.2950
H  -1.05  -4.81  0.04  0.4371
H  -3.18  -6.02  -0.31  0.4650
H  -1.79  -3.15  2.31  0.5801
H  -1.04  -4.00  4.50  0.4828
H  1.40  -4.16  5.02  0.4498
H  3.08  -3.37  3.35  0.5324
H  2.32  -2.39  1.19  0.8875
H  1.64  -4.26  -0.13  0.4515
H  3.02  -5.09  -1.98  0.4790
H  2.88  -4.01  -4.25  0.4418
H  1.31  -2.09  -4.61  0.4780
H  0.02  -1.17  -2.71  0.1798